Record 1
{
  "formula": "C21H16O17Pd4",
  "method": "ωB97M-V/def2-TZVPD",
  "spin_multiplicity": 10,
  "s_squared": 24.863,
  "energy_ha": -2598.7576,
  "total_charge": 3,
  "lumo_ev": [-11.323, -13.369],
  "species": ["Pd", "Pd", "Pd", "Pd", "C", "C", "C", "O", "C", "C", "C", "O", "O", "O", "H", "H", "C", "C", "C", "O", "C", "C", "C", "O", "O", "O", "H", "H", "C", "C", "O", "C", "O", "O", "H", "H", "H", "H", "C", "C", "O", "C", "O", "O", "H", "H", "H", "H", "C", "C", "O", "C", "O", "O", "H", "H", "H", "H"],
  "coordinates": [[-25.48100, -13.19757, -11.03224], [-26.33047, -17.09494, -12.35453], [-22.00804, -14.96642, -18.46894], [-23.23136, -16.47107, -10.34675], [-27.29661, -16.68963, -16.81034], [-26.61233, -17.27918, -17.96323], [-25.47523, -18.42656, -17.76778], [-24.83522, -18.73669, -18.73441], [-25.20085, -18.76773, -16.37257], [-25.89751, -18.23245, -15.32873], [-26.88764, -17.08026, -15.52796], [-27.44744, -16.45900, -14.50377], [-25.62063, -18.74585, -14.17152], [-26.79222, -16.78620, -19.09556], [-27.99311, -15.89172, -17.02160], [-24.63670, -19.66956, -16.18596], [-23.23489, -12.70946, -14.88966], [-23.70225, -13.32665, -13.79535], [-23.79035, -14.88394, -13.71453], [-23.92497, -15.56905, -12.63023], [-23.71591, -15.64760, -14.78393], [-23.37606, -15.10340, -16.01244], [-22.91512, -13.56446, -16.10958], [-22.34508, -13.23242, -17.15854], [-23.44590, -15.75026, -17.03218], [-23.97249, -12.65247, -12.68458], [-23.32722, -11.63341, -14.89000], [-23.54803, -16.71262, -14.72091], [-26.33185, -11.85271, -16.33463], [-27.19931, -13.13295, -16.11399], [-27.57709, -13.09974, -14.78955], [-26.96343, -12.19387, -14.11238], [-26.95665, -12.16773, -12.84523], [-26.27903, -11.37440, -15.02793], [-26.89648, -11.23218, -17.03051], [-25.41273, -12.12879, -16.85146], [-26.51049, -13.96823, -16.24028], [-28.08942, -13.30819, -16.71822], [-22.30428, -19.96659, -14.13245], [-23.38382, -20.99660, -13.83520], [-22.74432, -22.26755, -13.61046], [-21.50269, -22.18752, -14.09149], [-20.75848, -23.19844, -14.35015], [-21.33836, -20.93665, -14.61806], [-21.87305, -19.46408, -13.26664], [-22.48201, -19.21786, -14.90440], [-24.30907, -21.02840, -14.41053], [-23.84067, -20.66685, -12.90211], [-21.13905, -10.36342, -11.76483], [-20.68645, -10.19290, -13.23388], [-19.33841, -9.88198, -13.07499], [-18.97311, -10.34178, -11.89629], [-17.83637, -10.24645, -11.49680], [-19.97813, -10.87253, -11.11349], [-22.01263, -10.99107, -11.58870], [-21.44800, -9.40463, -11.34842], [-21.37118, -9.49347, -13.71347], [-20.75955, -11.12017, -13.80216]],
  "forces_ev_per_a": [[0.181, 0.678, -1.221], [-0.230, -0.185, -1.467], [-0.544, 0.251, 0.528], [0.081, 0.528, -0.981], [0.994, -0.737, -0.799], [0.132, 0.555, -2.691], [-0.750, 2.317, -0.778], [-0.114, -0.410, 0.696], [0.161, -1.767, -2.203], [0.008, -0.166, 3.519], [-2.188, 1.688, 3.400], [2.560, -2.186, -1.855], [-1.203, 2.238, -1.273], [0.483, -1.280, 2.753], [-0.231, -0.055, 0.312], [0.438, 0.049, 0.085], [0.533, -0.190, -3.545], [-1.232, -3.125, 5.532], [-0.116, 2.169, 3.193], [-0.644, 0.558, 2.586], [1.262, -0.659, -3.289], [-0.090, 3.950, 2.275], [-1.319, -1.496, 2.063], [0.289, 0.031, -0.791], [1.197, -1.531, -4.516], [-0.024, -1.009, -1.833], [0.580, 0.278, -0.445], [-0.504, -0.157, 0.242], [-2.750, -1.496, -1.328], [1.090, -0.603, -1.820], [-1.356, -1.169, 1.354], [1.476, 1.001, 2.485], [0.574, 0.413, -4.275], [0.565, 0.507, 3.010], [0.253, 0.765, 0.457], [0.475, 0.335, 0.759], [-0.195, -0.503, -0.007], [0.183, 0.463, -0.161], [0.975, -2.502, -0.725], [-1.632, 0.893, 2.475], [-0.780, 1.116, 0.266], [2.766, -4.818, -3.445], [-3.488, 5.720, 1.992], [1.779, 0.883, -0.085], [-0.194, -0.091, 0.232], [-0.138, -0.293, -0.199], [0.666, -0.567, -1.062], [0.057, -0.419, 0.589], [-0.930, -0.070, -0.214], [-2.048, -0.923, 0.847], [-0.847, 0.616, -1.071], [4.458, 0.049, 3.203], [-1.895, -0.538, -0.697], [-0.282, 0.801, -1.654], [0.219, -0.478, -0.269], [0.444, 0.283, 0.079], [0.848, 0.670, -0.190], [-0.006, -0.378, -0.042]]
}

***

Record 2
{
  "formula": "C21H17F5N8O2TcTe",
  "method": "ωB97M-V/def2-TZVPD",
  "spin_multiplicity": 4,
  "s_squared": 3.771,
  "energy_ha": -2247.0853,
  "lumo_ev": [-1.926, -2.334],
  "species": ["Tc", "N", "C", "N", "C", "N", "N", "C", "C", "C", "C", "C", "C", "N", "C", "C", "C", "C", "C", "C", "H", "H", "H", "H", "H", "H", "H", "H", "H", "H", "H", "N", "C", "C", "C", "N", "C", "N", "C", "O", "C", "C", "H", "H", "H", "H", "H", "H", "F", "Te", "F", "F", "F", "F", "O"],
  "coordinates": [[-0.37046, -1.68239, -0.75676], [-1.00818, 4.03272, 0.53247], [-1.81008, 2.85695, 0.49766], [-1.13441, 1.58252, 0.66515], [0.17798, 1.54076, 1.07506], [0.88427, 0.48102, 1.27673], [0.44040, -0.78789, 0.99941], [0.66961, -1.61556, 1.95524], [0.42146, -3.03602, 1.76032], [0.62871, -3.99363, 2.73353], [0.41777, -5.32446, 2.39847], [0.02238, -5.64725, 1.11286], [-0.17434, -4.63069, 0.18985], [0.01695, -3.35702, 0.52072], [0.81262, 2.80394, 1.51239], [2.03265, 2.81168, 2.19443], [2.63457, 3.99381, 2.56529], [2.00935, 5.20117, 2.25570], [0.80048, 5.21995, 1.59472], [0.18598, 4.02159, 1.22021], [-1.48504, 4.91348, 0.44691], [-2.73811, 2.91813, 1.05851], [1.08652, -1.23822, 2.88173], [0.95468, -3.70178, 3.72188], [0.56959, -6.10081, 3.13586], [-0.14153, -6.67253, 0.81556], [-0.50260, -4.81836, -0.82277], [2.49902, 1.86313, 2.41733], [3.57909, 3.98521, 3.09041], [2.47146, 6.13748, 2.54065], [0.31498, 6.15991, 1.36135], [1.49850, -1.86712, -1.48838], [2.54714, -1.89638, -1.99802], [3.77510, -1.95233, -2.59003], [4.75906, -2.82283, -2.05225], [5.53946, -3.54377, -1.60651], [4.05742, -1.09136, -3.68480], [4.29327, -0.38756, -4.56517], [-4.00588, 1.32769, -0.43165], [-2.76608, 1.19657, -1.11254], [-1.71434, 1.95211, -0.68014], [-0.77454, 2.31068, -1.79284], [-4.72553, 0.74683, -1.00220], [-4.33755, 2.36752, -0.41165], [-3.94299, 0.92676, 0.58332], [-1.23178, 3.09362, -2.39890], [-0.61123, 1.43940, -2.42243], [0.17908, 2.67489, -1.41536], [-4.21962, -2.80517, -3.22022], [-2.83218, -1.56641, -2.70427], [-1.69558, -3.12336, -1.64336], [-1.91244, -2.42962, -4.07461], [-2.04727, -1.31774, 0.12474], [-3.20064, -0.28354, -4.05825], [-0.89715, -0.86573, -2.30536]],
  "forces_ev_per_a": [[-0.890, -0.619, -0.022], [0.002, 0.010, -0.037], [-0.019, 0.002, -0.039], [-0.075, -0.115, 0.004], [-0.035, 0.115, 0.239], [0.279, 0.075, -0.291], [-0.012, 0.190, 0.033], [-0.074, 0.062, -0.048], [0.040, -0.003, -0.058], [0.014, 0.027, 0.002], [0.004, -0.009, 0.005], [-0.003, -0.005, -0.001], [-0.018, 0.017, 0.067], [0.041, -0.130, 0.276], [-0.001, 0.006, -0.063], [0.006, -0.016, -0.015], [-0.009, 0.005, 0.007], [0.006, -0.002, 0.002], [-0.004, -0.001, -0.003], [0.004, -0.001, -0.006], [-0.014, -0.001, 0.049], [-0.008, 0.024, -0.003], [0.022, -0.025, 0.008], [-0.002, -0.005, 0.003], [0.004, -0.001, -0.002], [0.007, -0.001, 0.001], [-0.020, 0.007, 0.000], [0.007, -0.004, -0.001], [0.004, -0.002, -0.008], [-0.001, 0.000, 0.000], [0.003, 0.000, -0.007], [0.163, -0.140, -0.204], [-0.054, -0.109, 0.035], [0.041, 0.119, 0.026], [-0.025, -0.025, -0.017], [-0.001, 0.005, 0.035], [0.044, -0.041, -0.017], [-0.017, 0.002, 0.006], [0.070, -0.129, 0.081], [-0.041, 0.180, -0.230], [0.084, -0.060, 0.151], [-0.005, -0.096, -0.056], [0.004, -0.039, 0.014], [-0.005, 0.001, -0.023], [0.015, -0.001, -0.015], [-0.006, 0.001, 0.004], [0.021, -0.041, 0.017], [-0.009, 0.007, 0.003], [-0.069, 0.016, -0.030], [0.055, -0.038, -0.576], [0.454, -0.010, 0.115], [-0.020, 0.040, 0.083], [0.099, -0.088, 0.036], [-0.044, 0.046, 0.171], [-0.015, 0.796, 0.299]]
}

***

Record 3
{
  "formula": "C21H17FN",
  "method": "ωB97M-V/def2-TZVPD",
  "energy_ha": -964.7344,
  "total_charge": 1,
  "lumo_ev": -5.871,
  "species": ["C", "C", "C", "C", "C", "N", "C", "C", "C", "H", "H", "H", "H", "H", "H", "H", "F", "C", "C", "C", "C", "C", "C", "C", "C", "C", "C", "C", "C", "C", "H", "H", "H", "H", "H", "H", "H", "H", "H", "H"],
  "coordinates": [[3.94036, -1.10133, 4.62771], [2.97503, -0.11219, 4.86695], [1.70884, -0.22075, 4.28518], [1.41870, -1.30722, 3.45559], [0.08130, -1.39323, 2.78177], [0.08777, -0.79731, 1.47215], [0.19767, -0.27581, 0.42306], [2.37133, -2.30223, 3.22441], [3.63845, -2.19660, 3.80511], [4.92945, -1.01861, 5.08312], [3.20946, 0.74210, 5.50619], [0.93962, 0.53779, 4.45022], [-0.22496, -2.43951, 2.67225], [-0.68184, -0.88326, 3.37913], [2.11106, -3.14237, 2.57568], [4.38943, -2.96717, 3.61688], [-2.28052, -3.08527, -3.51675], [-1.24136, -2.18358, -3.55082], [-0.04683, -2.57728, -4.14679], [0.99949, -1.64011, -4.17435], [0.83919, -0.38308, -3.61823], [-0.38118, 0.01273, -2.98051], [-0.41187, 1.29647, -2.37671], [-1.47636, 2.01137, -1.76604], [-1.21196, 3.36439, -1.37088], [-2.16410, 4.13007, -0.71901], [-3.43456, 3.59452, -0.44346], [-3.72796, 2.28145, -0.83099], [-2.77658, 1.50272, -1.48033], [-1.44907, -0.93262, -2.99396], [0.05751, -3.56925, -4.57694], [1.94789, -1.91038, -4.63905], [1.65649, 0.34012, -3.63431], [0.50366, 1.87892, -2.52297], [-0.22036, 3.76755, -1.58814], [-1.92463, 5.15227, -0.42079], [-4.18610, 4.19668, 0.06555], [-4.71038, 1.85108, -0.62626], [-3.03649, 0.48728, -1.74975], [-2.41558, -0.70834, -2.56390]],
  "forces_ev_per_a": [[-0.302, -0.007, -0.160], [0.014, -0.223, -0.089], [0.284, -0.181, -0.134], [0.438, 0.082, 0.152], [-0.472, -0.228, 0.132], [0.314, 0.830, -1.525], [-0.277, -0.778, 1.547], [0.173, 0.291, 0.137], [-0.133, 0.172, 0.097], [-0.332, -0.028, -0.152], [-0.065, -0.314, -0.197], [0.298, -0.172, 0.030], [0.013, 0.204, -0.048], [0.088, -0.064, -0.166], [0.180, 0.199, 0.217], [-0.245, 0.263, 0.099], [1.123, 1.002, -0.051], [-1.107, -0.380, 0.180], [0.291, 0.758, 0.188], [-0.113, -0.313, -0.151], [-0.330, 0.438, 0.500], [0.285, -1.013, -0.463], [-0.630, 0.267, -0.572], [-0.220, 0.510, 0.478], [0.112, -0.500, -0.059], [-0.134, 0.056, -0.006], [0.594, -0.103, -0.272], [0.136, -0.337, -0.234], [-0.058, 0.251, 0.227], [0.409, -0.185, -0.055], [-0.051, 0.162, 0.102], [-0.290, 0.088, 0.132], [-0.149, -0.301, -0.028], [-0.177, -0.224, 0.269], [-0.322, -0.001, 0.133], [-0.092, -0.338, -0.109], [0.203, -0.146, -0.113], [0.328, 0.188, -0.051], [-0.121, 0.512, 0.292], [0.338, -0.440, -0.277]]
}